# 1
An isolated molecule of C4H7NS in a non-equilibrium geometry, computed with ωB97M-V/def2-TZVPD.

As for the energy relative to the best compared isomer or geometry (same formula, charge and spin): 4.271 eV. The calculated total energy is -609.40152 Ha. The value obtained for the LUMO energy is 1.026 eV. The HOMO energy is -0.31484 Ha. For the HOMO-LUMO gap, the calculation gives 9.594 eV.

Last column: natural (NBO) charge in e.
Element x y z (Å)
C 0.869 0.824 -0.463  -0.42
C -0.364 -1.548 0.622  -0.27
C -0.222 1.506 0.241  -0.58
C 0.071 -1.098 -0.723  -0.03
N -1.306 -0.948 -0.314  -0.54
S -1.876 0.660 -0.095  0.36
H 1.320 1.200 -1.307  0.20
H 1.546 0.389 0.241  0.20
H -0.425 -2.665 0.736  0.21
H 0.095 -0.938 1.379  0.20
H -0.026 1.317 1.228  0.20
H -0.235 2.638 0.073  0.25
H 0.554 -1.336 -1.618  0.22


# 2
An isolated molecule of C6H11NO3S in a non-equilibrium geometry, computed with ωB97M-V/def2-TZVPD.

As for the energy relative to the best compared isomer or geometry (same formula, charge and spin): 0.000 eV. The calculated total energy is -913.90547 Ha. The value obtained for the LUMO energy is 0.422 eV. The HOMO energy is -0.34379 Ha. For the HOMO-LUMO gap, the calculation gives 9.777 eV.

Last column: natural (NBO) charge in e.
Element x y z (Å)
C -2.076 -2.011 0.158  -0.74
C -1.337 0.738 0.110  -0.37
C -1.925 2.037 -0.414  -0.63
C 0.227 0.673 0.158  0.69
C 2.121 -0.819 0.481  -0.34
C 3.228 -0.265 -0.414  0.77
H -3.129 -2.262 0.233  0.23
H -1.506 -2.845 -0.050  0.21
H -1.784 -1.632 1.149  0.22
H -1.771 0.500 1.081  0.24
H -3.008 1.919 -0.618  0.23
H -1.732 2.851 0.329  0.23
H -1.435 2.459 -1.262  0.23
H 0.255 -1.262 -0.357  0.41
H 2.231 -0.307 1.441  0.22
H 2.188 -1.889 0.606  0.24
H 2.435 1.492 -0.292  0.51
N 0.820 -0.516 -0.082  -0.60
O 0.873 1.711 0.342  -0.65
O 3.096 1.008 -0.863  -0.69
O 4.178 -0.947 -0.710  -0.57
S -1.949 -0.632 -1.027  0.16


# 3
An isolated molecule of C2H3NO2 in a non-equilibrium geometry, computed with ωB97M-V/def2-TZVPD.

As for the energy relative to the best compared isomer or geometry (same formula, charge and spin): 3.325 eV. The calculated total energy is -283.13582 Ha. The value obtained for the LUMO energy is -0.853 eV. The HOMO energy is -0.35196 Ha. For the HOMO-LUMO gap, the calculation gives 8.724 eV.

Last column: natural (NBO) charge in e.
Element x y z (Å)
C -1.554 0.624 0.017  0.59
C -0.134 0.081 0.007  -0.72
N -2.417 -0.364 0.408  0.11
O -1.863 1.782 -0.068  -0.51
O -3.177 -1.025 -0.238  -0.20
H 0.292 0.300 -0.969  0.25
H 0.441 0.608 0.764  0.25
H -0.099 -0.989 0.193  0.23


# 4
A structure of composition C35H52BrHgN3OP2 in a non-equilibrium geometry, computed with ωB97M-V/def2-TZVPD.

As for the energy relative to the best compared isomer or geometry (same formula, charge and spin): 2.365 eV. The net charge is +2. The calculated total energy is -5013.72326 Ha. The value obtained for the LUMO energy (alpha / beta) is -8.960 / -8.755 eV. The HOMO energy (alpha / beta) is -0.45990 / -0.45609 Ha. For the HOMO-LUMO gap (alpha / beta), the calculation gives 3.555 / 3.656 eV.

Last column: Löwdin charge in e.
Element x y z (Å)
C -7.676 -2.230 1.644  0.02
C -7.286 -1.503 0.501  -0.22
C -8.237 -1.280 -0.500  -0.01
C -9.519 -1.781 -0.339  -0.09
N -9.891 -2.466 0.755  0.10
C -8.993 -2.696 1.726  -0.09
C -5.948 -1.009 0.291  0.09
C -4.760 -0.836 -0.106  -0.24
C -3.339 -1.445 -0.181  -0.30
C -2.240 -0.966 0.569  -0.08
C -0.933 -1.118 0.108  -0.14
C -0.547 -2.133 -0.816  -0.70
C -1.663 -2.775 -1.418  -0.10
C -3.010 -2.459 -1.105  -0.02
Hg -4.305 1.071 -1.058  1.00
P 0.255 2.752 -0.374  1.17
H -7.928 -0.731 -1.395  0.12
H -6.943 -2.418 2.423  0.12
H -10.244 -1.610 -1.142  0.13
H -9.296 -3.263 2.609  0.13
H -3.797 -2.926 -1.739  0.14
H -2.413 -0.393 1.488  0.12
H -1.543 -3.437 -2.251  0.10
H -0.139 -0.746 0.785  0.06
C 1.939 3.403 -0.606  -0.38
C 2.128 4.870 -0.903  -0.12
H 2.354 2.787 -1.414  0.08
H 2.430 3.069 0.311  0.09
H 3.197 5.009 -1.066  0.10
H 1.562 5.190 -1.780  0.08
H 1.847 5.489 -0.052  0.08
C -0.980 4.143 -0.684  -0.35
C -2.190 4.233 0.233  -0.14
H -1.281 3.992 -1.732  0.07
H -0.348 5.035 -0.639  0.08
H -3.030 4.578 -0.379  0.08
H -2.443 3.277 0.732  0.05
H -1.948 5.005 0.972  0.08
C 0.169 2.444 1.431  -0.39
C 0.475 3.676 2.269  -0.10
H 0.894 1.628 1.594  0.08
H -0.823 2.009 1.637  0.07
H 0.291 3.401 3.311  0.10
H 1.520 3.985 2.162  0.08
H -0.160 4.528 2.003  0.07
Br 1.161 -2.739 -1.142  0.89
P -0.264 0.486 -4.822  0.99
C -0.008 2.069 -3.917  -0.47
C 0.236 3.189 -4.893  -0.18
H 0.909 1.969 -3.303  0.05
H -0.960 2.270 -3.384  0.05
H 0.066 4.159 -4.411  0.07
H 1.289 3.103 -5.164  0.08
H -0.367 3.022 -5.791  0.07
C 1.076 -0.589 -4.195  -0.45
C 1.760 -1.448 -5.261  -0.15
H 0.603 -1.239 -3.452  0.00
H 1.800 0.034 -3.651  0.07
H 2.672 -1.911 -4.853  0.08
H 1.081 -2.235 -5.607  0.07
H 1.990 -0.834 -6.136  0.07
C -1.790 -0.283 -4.175  -0.45
C -2.922 -0.032 -5.163  -0.18
H -1.912 0.198 -3.187  0.03
H -1.578 -1.363 -4.078  0.08
H -3.768 -0.663 -4.884  0.06
H -3.260 1.007 -5.148  0.07
H -2.579 -0.263 -6.180  0.07
C 6.496 -0.607 5.961  -0.08
C 6.727 -1.195 4.590  -0.21
N 5.494 -1.359 3.808  -0.06
C 5.656 -1.439 2.326  -0.20
C 5.533 -2.820 1.732  -0.06
C 4.469 -2.057 4.405  -0.40
O 4.583 -2.598 5.510  0.07
C 3.157 -2.185 3.675  -0.12
C 2.512 -3.425 3.801  0.02
C 1.360 -3.605 3.053  -0.03
C 0.833 -2.525 2.360  -0.19
N 1.402 -1.323 2.293  0.04
C 2.574 -1.145 2.926  -0.08
H 5.891 0.289 5.897  0.08
H 7.448 -0.384 6.427  0.08
H 5.995 -1.334 6.577  0.06
H 7.383 -0.541 3.999  0.12
H 7.229 -2.193 4.683  0.14
H 4.934 -0.739 1.891  0.10
H 6.649 -1.028 2.172  0.11
H 4.521 -3.211 1.847  0.06
H 5.713 -2.723 0.663  0.08
H 6.264 -3.501 2.181  0.10
H 2.921 -4.187 4.459  0.14
H 0.840 -4.557 2.982  0.12
H -0.075 -2.711 1.773  0.09
H 3.054 -0.158 2.929  0.12